Record 1
C8H12N2 | ωB97M-V/def2-TZVPD

```
! RIJCOSX wB97M-V def2-TZVPD def2/J DEFGRID3
* xyz 0 1
C -0.5152 -1.2736 1.3315
C -0.5960 -0.4729 0.0296
C -0.4541 -1.5194 -1.1108
C -1.8863 0.1876 -0.1539
N -2.9274 0.5008 -0.5142
C 0.6845 0.6232 -0.0202
C 0.2791 1.6003 -1.2404
C 0.7006 1.3089 1.3690
C 1.9329 -0.1034 -0.3135
N 2.7643 -0.8413 -0.6557
H -0.9054 -2.3313 1.1420
H 0.5021 -1.2328 1.6301
H -1.0381 -0.8552 2.1739
H -1.1110 -2.3944 -0.9508
H -0.8523 -1.1383 -2.1536
H 0.5873 -1.7536 -1.0697
H 0.3738 0.9679 -2.1387
H 1.1393 2.2991 -1.3927
H -0.6890 2.1425 -1.1406
H 0.9975 0.5515 2.0281
H 1.3522 2.1210 1.4927
H -0.3385 1.6133 1.6580
*
```

Computed properties:
E_HOMO (eV): -11.2
SMILES string: CC(C)(C#N)C(C)(C)C#N
Maximum force (eV/A): 3.32
Frontier orbital gap (eV): 11.818

Record 2
C8H12N2O | ωB97M-V/def2-TZVPD

```
! RIJCOSX wB97M-V def2-TZVPD def2/J DEFGRID3
* xyz 0 1
C -2.0786 -1.9213 -1.3962
N -0.8305 -1.1908 -1.6264
C 0.4458 -1.9106 -1.5392
C -0.8262 0.0949 -1.7487
H -1.8374 -2.9851 -1.3261
H -2.5411 -1.5622 -0.4690
H -2.7795 -1.7411 -2.2189
H 0.2302 -2.9832 -1.5342
H 1.0807 -1.6465 -2.3919
H 0.9725 -1.6099 -0.6236
H 0.1195 0.6170 -1.8581
H -1.7739 0.6356 -1.7256
N 0.6367 0.8664 0.2149
C -0.1177 0.4340 1.2997
O -0.9165 -0.5236 1.1756
C 0.0592 1.1065 2.5784
C 1.0615 2.0350 2.7449
C 1.8934 2.3291 1.6463
C 1.6283 1.6951 0.4220
H -0.6211 0.7912 3.3642
H 1.1972 2.5251 3.7060
H 2.7133 3.0363 1.7237
H 2.2841 1.9080 -0.4179
*
```

Computed properties:
E_HOMO (eV): -6.6
Maximum force (eV/A): 2.22
Frontier orbital gap (eV): 6.308

Record 3
C8H12N2O | ωB97M-V/def2-TZVPD

```
! RIJCOSX wB97M-V def2-TZVPD def2/J DEFGRID3
* xyz 0 1
C -2.5530 0.4896 1.4671
N -3.5538 -0.2331 0.5788
C -4.2940 0.1013 -0.5029
C -5.3995 -0.9419 -0.8497
O -4.0650 1.0699 -1.2619
H -2.1808 1.5646 1.2128
H -2.8888 0.7465 2.4742
H -1.6699 0.0088 1.7401
H -3.9636 -0.9507 1.0832
H -6.0205 -1.3315 -0.0403
H -5.2147 -1.5003 -1.7872
H -6.1245 -0.1796 -1.3993
C 3.6914 1.0460 -0.3641
C 5.1318 1.1591 -0.2694
C 5.8163 -0.0041 -0.3451
N 5.2084 -1.1582 -0.2126
C 3.8996 -1.2726 -0.1377
C 2.9744 -0.1454 -0.3310
H 3.3214 2.1713 -0.3803
H 5.6895 2.1524 -0.4164
H 6.8629 -0.1604 -0.2179
H 3.4541 -2.2988 0.1157
H 1.8782 -0.3327 -0.1560
*
```

Computed properties:
E_HOMO (eV): -9.4
SMILES string: CNC(C)=O.c1ccncc1
Maximum force (eV/A): 4.76
Frontier orbital gap (eV): 10.001